1.
{
  "formula": "C32H28IrN5O4PS2",
  "method": "ωB97M-V/def2-TZVPD",
  "species": ["Ir", "S", "S", "P", "O", "O", "O", "O", "N", "N", "N", "N", "N", "C", "C", "C", "C", "C", "C", "C", "C", "C", "C", "C", "C", "C", "C", "C", "C", "C", "C", "C", "C", "C", "C", "C", "C", "C", "C", "C", "C", "C", "C", "C", "C", "H", "H", "H", "H", "H", "H", "H", "H", "H", "H", "H", "H", "H", "H", "H", "H", "H", "H", "H", "H", "H", "H", "H", "H", "H", "H", "H", "H"],
  "coordinates": [[0.055, 1.490, -1.228], [-1.898, 2.921, -1.784], [0.138, 4.609, 6.111], [-0.900, -1.617, 0.044], [2.252, 1.490, -1.522], [-1.224, 4.251, 6.476], [0.430, 6.032, 6.170], [1.163, 3.756, 6.706], [1.051, 2.889, 0.426], [-3.044, 2.835, -4.168], [0.185, 1.621, -3.484], [-0.960, 1.944, -4.156], [-0.543, -0.272, -0.628], [-2.534, -3.853, -0.585], [1.293, 4.556, 2.217], [4.431, -0.520, -4.387], [-3.404, -4.537, -1.420], [2.425, 0.714, -3.785], [0.285, 4.176, 4.359], [-3.605, -0.745, 2.946], [-0.269, 2.995, 3.895], [-1.908, 2.497, -3.475], [-2.449, -2.044, -2.176], [0.756, 3.361, 1.755], [-0.846, -0.950, 2.718], [1.591, -2.530, -0.619], [-1.407, -0.444, 3.879], [0.551, -2.690, 0.294], [1.854, -4.322, 1.483], [-2.787, -0.336, 3.990], [-3.796, -3.978, -2.629], [2.888, -4.162, 0.571], [-1.665, -1.360, 1.666], [2.755, -3.269, -0.484], [1.148, 1.197, -4.224], [0.684, -3.589, 1.347], [-0.041, 2.589, 2.589], [3.245, 0.080, -4.734], [1.060, 4.962, 3.524], [4.837, -0.497, -3.047], [-2.058, -2.601, -0.962], [2.874, 0.814, -2.432], [-3.317, -2.733, -3.010], [4.086, 0.153, -2.100], [-3.047, -1.250, 1.782], [4.400, 0.196, -1.064], [-3.188, 2.347, -5.037], [-2.062, -1.067, -2.443], [0.950, 1.157, -5.295], [1.906, 5.159, 1.553], [-3.682, -1.557, 0.958], [1.778, 2.178, 0.467], [-3.859, 3.003, -3.604], [0.231, -1.017, 2.615], [-0.480, 1.675, 2.200], [-0.768, -0.110, 4.687], [5.757, -0.993, -2.758], [-2.225, -4.293, 0.357], [1.963, -5.011, 2.311], [2.915, 0.056, -5.768], [-4.680, -0.648, 3.030], [1.437, 3.638, -0.139], [1.484, -1.806, -1.418], [3.562, -3.135, -1.194], [3.802, -4.731, 0.689], [-0.120, -3.712, 2.064], [-4.479, -4.517, -3.274], [-3.617, -2.298, -3.955], [-3.223, 0.077, 4.890], [1.480, 5.880, 3.916], [-3.776, -5.510, -1.127], [5.043, -1.003, -5.137], [-0.885, 2.410, 4.566]],
  "charge": -1,
  "spin_multiplicity": 5,
  "homo_energy_ha": [-0.1847, -0.1975],
  "de_lowest_kcal_mol": 1.3,
  "orbital_gap_ev": [7.1, 6.6]
}

=====

2.
{
  "formula": "C3H9N3",
  "method": "ωB97M-V/def2-TZVPD",
  "species": ["N", "N", "N", "C", "C", "C", "H", "H", "H", "H", "H", "H", "H", "H", "H"],
  "coordinates": [[1.729, -0.619, 0.184], [-0.397, -0.068, -0.292], [1.128, 1.655, 0.168], [-1.568, 0.636, 0.192], [0.847, 0.328, -0.001], [-0.250, -1.830, -0.360], [0.135, -2.418, 0.468], [-2.469, 0.068, -0.060], [2.689, -0.283, 0.131], [-1.314, -2.037, -0.437], [0.435, 2.304, -0.173], [-1.551, 0.779, 1.281], [0.214, -2.020, -1.324], [-1.676, 1.618, -0.286], [2.047, 1.887, 0.509]],
  "smiles": "[H]/N=C(\\N)N(C)C",
  "homo_energy_ha": -0.3033,
  "de_lowest_kcal_mol": 44.3,
  "orbital_gap_ev": 9.2
}

=====

3.
{
  "formula": "C5H6O",
  "method": "ωB97M-V/def2-TZVPD",
  "species": ["O", "C", "C", "C", "C", "C", "H", "H", "H", "H", "H", "H"],
  "coordinates": [[-1.312, 2.173, 0.079], [0.081, -0.823, 0.183], [0.630, 0.670, 0.448], [-1.138, -0.246, -0.572], [1.310, -1.008, -0.545], [-0.745, 1.124, -0.050], [1.410, 0.960, -0.277], [2.059, -1.320, 0.213], [-0.137, -1.333, 1.127], [-1.009, -0.335, -1.656], [0.941, 0.913, 1.465], [-2.135, -0.582, -0.277]],
  "homo_energy_ha": -0.3278,
  "de_lowest_kcal_mol": 97.1,
  "orbital_gap_ev": 9.4
}

=====

4.
{
  "formula": "H30O15",
  "method": "ωB97M-V/def2-TZVPD",
  "species": ["O", "O", "O", "O", "O", "O", "O", "O", "O", "O", "O", "O", "O", "O", "O", "H", "H", "H", "H", "H", "H", "H", "H", "H", "H", "H", "H", "H", "H", "H", "H", "H", "H", "H", "H", "H", "H", "H", "H", "H", "H", "H", "H", "H", "H"],
  "coordinates": [[2.862, -2.640, 1.422], [0.498, -0.839, 0.483], [3.602, -1.641, -1.573], [-1.022, -2.539, 2.007], [-1.513, -1.826, -1.570], [-0.170, 1.007, -2.316], [-3.732, -0.194, -0.252], [2.155, 2.514, 2.857], [-2.379, -0.167, -3.353], [-1.698, 1.292, 0.532], [-2.251, 2.182, -2.257], [2.114, 0.334, -3.666], [1.027, -2.122, 3.591], [3.820, 1.284, 0.449], [-2.016, 1.971, 3.423], [-2.709, 1.575, 3.877], [3.000, 1.628, 0.761], [-2.890, 0.216, -0.099], [1.715, 0.989, -4.263], [1.360, 0.203, -2.926], [-3.902, -0.547, -1.056], [-0.432, 1.851, -2.487], [-2.618, 0.646, -2.761], [-2.139, -1.295, -1.958], [-0.697, 0.777, -1.518], [-1.796, -2.616, -1.248], [0.755, -3.038, 3.932], [3.449, -1.896, 1.587], [1.307, -0.519, 0.115], [-1.399, -0.215, -3.366], [3.524, -1.957, -2.488], [0.440, -1.551, -0.226], [-1.568, 0.955, 1.447], [-1.455, -1.667, 2.319], [-1.979, 2.824, -2.905], [-1.455, 2.556, 4.074], [3.699, 1.266, -0.611], [0.438, -2.142, 2.745], [1.808, 3.377, 2.952], [2.322, -2.768, 2.287], [-0.597, -2.368, 1.110], [-2.975, 2.411, -1.662], [2.047, 1.872, 3.343], [4.047, -0.745, -1.525], [-2.598, 1.561, 0.775]],
  "homo_energy_ha": -0.3659,
  "de_lowest_kcal_mol": 132.2,
  "orbital_gap_ev": 9.6
}

=====

5.
{
  "formula": "C44H54FN6O5SbSr",
  "method": "ωB97M-V/def2-TZVPD",
  "species": ["Sb", "Sr", "F", "O", "O", "O", "O", "O", "N", "N", "N", "N", "N", "N", "C", "C", "C", "C", "C", "C", "C", "C", "C", "C", "C", "C", "C", "C", "C", "C", "C", "C", "C", "C", "C", "C", "C", "C", "C", "C", "C", "C", "C", "C", "C", "C", "C", "C", "C", "C", "C", "C", "C", "C", "C", "C", "C", "C", "H", "H", "H", "H", "H", "H", "H", "H", "H", "H", "H", "H", "H", "H", "H", "H", "H", "H", "H", "H", "H", "H", "H", "H", "H", "H", "H", "H", "H", "H", "H", "H", "H", "H", "H", "H", "H", "H", "H", "H", "H", "H", "H", "H", "H", "H", "H", "H", "H", "H", "H", "H", "H", "H"],
  "coordinates": [[1.651, 0.064, 2.547], [-0.214, 0.274, 0.426], [-3.770, 3.614, -2.888], [0.501, 1.503, -1.529], [3.109, 0.515, -1.732], [3.108, -4.302, 7.620], [4.400, 1.624, -3.215], [-1.692, 1.547, 1.618], [-1.984, -2.113, 7.169], [1.339, 3.598, -4.928], [-1.314, -1.428, 1.603], [-4.251, 6.539, -6.868], [-2.421, -1.266, 6.383], [-3.316, 4.891, -5.353], [3.336, 1.338, -2.638], [0.695, -4.613, 7.576], [0.050, 3.623, -4.438], [1.840, -3.828, 7.496], [-2.095, 0.661, 5.090], [3.263, -5.679, 7.905], [-0.640, -2.549, 1.651], [-0.228, 2.950, -3.236], [-2.207, -0.110, -1.328], [-1.865, -0.696, 5.177], [-4.122, 5.243, -7.611], [-2.273, 4.275, -4.589], [-1.396, -1.348, 3.997], [1.704, 4.268, -6.169], [-0.281, -3.167, 2.862], [-2.856, -2.412, -3.910], [0.483, -1.873, 7.112], [-0.550, -4.013, 7.450], [-0.991, 4.281, -5.107], [4.142, -0.319, 4.371], [1.392, 3.430, -7.401], [-4.463, 5.477, -4.676], [-1.853, 1.395, 3.945], [3.340, -1.628, 0.576], [-5.188, 6.374, -5.710], [-0.666, -2.660, 7.179], [-0.807, -2.639, 4.001], [-2.885, -0.631, -2.212], [-4.995, -1.801, -2.758], [2.660, 0.034, 4.440], [1.723, -2.454, 7.288], [1.547, 2.213, 2.149], [-1.653, 0.825, 2.674], [-1.372, -0.637, 2.738], [0.806, 2.143, -2.542], [-3.963, -0.233, -4.406], [-3.666, -1.258, -3.301], [-3.746, 4.181, -6.551], [-2.511, 3.629, -3.380], [2.301, 3.029, 3.205], [2.287, 2.861, -4.281], [3.260, -0.197, 1.115], [-1.518, 2.969, -2.713], [2.103, 2.128, -3.159], [-5.439, 7.357, -5.318], [-0.816, 4.799, -6.042], [2.986, -2.377, 1.291], [-4.546, 0.593, -4.004], [4.581, -0.360, 5.371], [-3.325, 6.672, -6.437], [0.395, -0.807, 6.942], [-2.020, 2.465, 3.951], [-2.557, -3.113, -3.130], [0.285, -4.088, 2.867], [1.762, 3.045, 4.154], [0.333, 3.173, -7.449], [1.958, 2.498, -7.375], [2.881, -6.299, 7.090], [0.756, -5.676, 7.757], [-4.606, 3.533, -6.343], [2.771, 4.476, -6.115], [3.283, 2.863, -4.710], [-4.485, 7.322, -7.472], [-0.716, -3.186, 4.920], [2.628, -1.863, 7.264], [-1.752, 2.391, -1.826], [2.751, -1.719, -0.339], [-5.074, 5.036, -8.095], [-5.169, 4.733, -4.302], [2.078, 2.320, 1.199], [-3.029, 0.166, -4.809], [-0.513, -3.090, 0.716], [3.300, 2.633, 3.395], [3.131, 0.506, 0.290], [-5.584, -0.994, -2.318], [-1.949, -2.032, -4.381], [-2.486, 1.161, 5.969], [4.365, -1.886, 0.305], [4.708, 0.414, 3.795], [-1.452, -4.604, 7.545], [2.499, 0.987, 4.942], [0.543, 2.626, 2.043], [2.420, 4.064, 2.878], [-2.940, 3.550, -6.916], [4.175, 0.078, 1.641], [-4.528, -0.701, -5.222], [4.331, -5.847, 8.012], [2.759, -5.952, 8.835], [2.112, -0.733, 4.982], [4.299, -1.294, 3.906], [1.202, 5.236, -6.209], [-4.810, -2.541, -1.979], [1.662, 3.969, -8.311], [-3.447, -2.950, -4.658], [-6.091, 5.906, -6.097], [-4.112, 6.063, -3.828], [-3.352, 5.379, -8.368], [-5.578, -2.270, -3.557]],
  "homo_energy_ha": -0.2287,
  "de_lowest_kcal_mol": 105.8,
  "orbital_gap_ev": 4.6
}

=====

6.
{
  "formula": "C39H42Cl2N3STa",
  "method": "ωB97M-V/def2-TZVPD",
  "species": ["Ta", "Cl", "Cl", "S", "N", "N", "N", "C", "C", "C", "C", "C", "C", "C", "C", "C", "C", "C", "C", "C", "C", "C", "C", "C", "C", "C", "C", "C", "C", "C", "C", "C", "C", "C", "C", "C", "C", "C", "C", "C", "C", "C", "C", "C", "C", "C", "H", "H", "H", "H", "H", "H", "H", "H", "H", "H", "H", "H", "H", "H", "H", "H", "H", "H", "H", "H", "H", "H", "H", "H", "H", "H", "H", "H", "H", "H", "H", "H", "H", "H", "H", "H", "H", "H", "H", "H", "H", "H"],
  "coordinates": [[-0.241, 0.708, 0.733], [3.717, 3.110, 0.830], [-1.665, 2.948, 0.830], [0.971, 2.132, 2.184], [-1.113, 0.776, -1.210], [3.120, 1.032, -9.151], [1.509, 0.251, -0.328], [2.350, -0.963, 3.573], [0.195, -2.773, -0.770], [0.856, 0.618, -2.705], [-1.481, 1.138, -3.431], [-4.126, 1.442, 2.051], [1.347, 0.702, -4.104], [0.983, 4.445, -1.748], [-3.738, -0.036, 2.012], [2.222, 3.452, 0.066], [3.133, -0.013, -1.909], [1.722, -3.204, 1.108], [2.265, 0.869, -6.716], [-2.703, 1.216, -2.776], [-0.109, -0.859, 2.650], [-2.435, 0.981, -1.437], [0.277, -2.853, 0.764], [-0.500, 0.854, -2.470], [3.706, -0.234, -0.665], [-0.219, 4.084, -1.173], [2.695, -0.055, 0.264], [2.196, 4.140, -1.130], [2.280, 1.675, -4.455], [1.345, -0.116, -6.367], [2.740, 0.960, -8.070], [0.492, -2.433, 4.431], [-1.245, 0.001, 2.803], [0.880, -0.192, -5.066], [-0.325, -1.594, 1.421], [-2.243, -0.305, 1.845], [2.732, 1.768, -5.759], [0.543, -0.024, 4.950], [-4.075, -0.657, 3.385], [0.847, -1.051, 3.846], [-0.630, -4.013, 1.230], [1.021, 3.058, 0.689], [-4.554, -0.786, 0.956], [1.779, 0.304, -1.709], [-1.631, -1.200, 0.950], [-0.170, 3.412, 0.039], [2.424, -2.441, 0.774], [4.730, -0.484, -0.445], [-5.154, -0.622, 3.536], [0.482, -3.742, -1.178], [-3.761, -1.701, 3.434], [1.245, -0.185, 5.768], [-1.383, 0.682, 3.626], [0.168, -0.960, -4.792], [0.985, 4.988, -2.684], [-3.499, 2.011, 2.742], [-2.110, -1.624, 0.083], [-3.140, 0.980, -0.624], [-0.252, -4.950, 0.823], [2.644, 2.367, -3.706], [3.131, 4.451, -1.576], [-3.671, 1.408, -3.206], [-3.604, -0.110, 4.203], [-1.655, -3.886, 0.878], [-0.807, -2.561, -1.144], [-1.167, 4.326, -1.633], [-1.301, 1.259, -4.487], [0.671, 1.009, 4.620], [-0.578, -2.511, 4.632], [1.017, -2.559, 5.378], [1.977, -4.122, 0.578], [0.886, -2.033, -1.173], [-4.377, -1.861, 1.014], [-4.354, -0.467, -0.067], [-4.099, 1.911, 1.066], [-0.459, -0.142, 5.362], [-5.615, -0.621, 1.143], [0.779, -3.255, 3.781], [2.769, -0.126, 1.334], [-5.154, 1.532, 2.404], [3.619, -0.074, -2.869], [2.685, -1.614, 2.774], [3.446, 2.528, -6.042], [1.879, -3.399, 2.164], [0.998, -0.815, -7.115], [2.654, 0.065, 3.363], [2.877, -1.265, 4.478], [-0.650, -4.101, 2.316]],
  "charge": 2,
  "homo_energy_ha": -0.5117,
  "de_lowest_kcal_mol": 3.6,
  "orbital_gap_ev": 6.4
}

=====

| no. | E_tot (Eh) |
| --- | --- |
| 1 | -3053.05074 |
| 2 | -283.91253 |
| 3 | -269.19143 |
| 4 | -1146.42933 |
| 5 | -2784.36617 |
| 6 | -3050.72910 |